No. 1
8
Properties=species:S:1:pos:R:3:forces:R:3:nbo_charge:R:1 method="wB97M-V/def2-TZVPD" multiplicity=2 total_charge=-1 homo_ev="-3.178 / -2.801" largest_force_ev_per_a=6.90 mol_weight_g_mol=179.206 s_squared=0.758
O 0.51200 -0.34775 1.30888 2.8 2.3 0.2 -0.9331
C 0.78810 0.63475 0.37918 0.8 0.1 1.5 0.2272
O -0.19220 0.58051 -0.64187 0.8 1.8 -2.7 -1.1869
H 1.80700 0.52182 -0.05466 -0.1 0.0 -0.1 0.0670
H 0.72855 1.65242 0.82422 0.1 -0.1 0.0 0.0805
Ag -1.01083 -1.05970 0.29385 -5.0 -4.8 0.0 0.5598
Mg -0.34546 0.35745 -2.57517 0.1 0.0 1.5 0.7814
H -2.28717 -2.33950 0.46556 0.6 0.7 -0.4 -0.5959


No. 2
68
Properties=species:S:1:pos:R:3:forces:R:3:nbo_charge:R:1 method="wB97M-V/def2-TZVPD" homo_ev=-10.805 largest_force_ev_per_a=5.44 e_above_lowest_kj_mol=0.0 mol_weight_g_mol=540.528 smiles="O=C1OC[C@@H](F)O1.O=C1OC[C@@H](F)O1.CC#N.CC#N.CC#N.CC#N.CC#N.CC#N.CC#N.CC#N"
C 0.04910 -1.24417 -0.84245 -1.0 -0.7 0.0 -0.1392
C -0.29448 -0.51623 0.48201 -0.2 0.2 -0.1 0.4423
O 0.59685 0.59058 0.51677 -1.3 -0.4 0.3 -0.4782
C 1.19274 0.69536 -0.65897 2.6 0.6 -0.2 0.9657
O 1.89788 1.63219 -0.93268 -0.9 -1.1 -0.5 -0.5755
O 1.07288 -0.47076 -1.34708 1.3 1.7 -1.1 -0.4817
F -0.08811 -1.21673 1.61699 -0.2 -0.3 -0.2 -0.3178
H -0.76933 -1.24551 -1.56236 -0.4 0.5 0.2 0.1972
H 0.34157 -2.29358 -0.87837 0.3 0.0 1.0 0.2237
H -1.29010 -0.07362 0.45136 -0.2 -0.5 0.4 0.1638
C 2.72966 -5.05226 4.65803 -0.4 0.3 -0.8 -0.1332
C 1.96513 -4.49004 5.86338 1.8 -0.5 -0.4 0.4347
O 2.85254 -4.82286 6.95875 -1.1 0.9 -0.6 -0.4868
C 3.93496 -5.47283 6.48274 2.8 -1.0 2.1 0.9652
O 4.92387 -5.77094 7.13538 -2.4 0.7 -1.1 -0.5765
O 3.80228 -5.76592 5.20215 0.5 -0.3 -0.4 -0.4676
F 0.84470 -5.21303 5.91765 -1.3 -0.4 0.9 -0.3297
H 3.12458 -4.32799 3.94558 -0.1 0.2 0.1 0.2032
H 2.07629 -5.75794 4.14499 0.0 0.2 -0.1 0.2119
H 1.70401 -3.43196 5.84362 0.2 -0.1 0.3 0.1783
C -4.22044 -4.65530 -5.14292 -0.4 -0.4 0.7 -0.7192
C -3.03716 -5.00289 -4.35730 -4.1 1.3 -3.4 0.2875
N -2.13754 -5.25314 -3.75768 4.3 -1.2 3.0 -0.3314
H -4.16308 -4.90604 -6.20213 0.4 0.3 0.1 0.2572
H -4.47188 -3.61389 -4.94207 0.0 0.0 -0.4 0.2544
H -5.01551 -5.27971 -4.73540 -0.2 0.1 0.0 0.2518
C 5.32642 -2.30180 -2.91823 -0.2 0.4 -0.6 -0.7270
C 5.33526 -2.68263 -1.51657 0.1 0.1 -0.2 0.2886
N 5.32133 -3.03262 -0.42587 0.0 0.0 0.2 -0.3283
H 4.57164 -2.88693 -3.44361 0.2 -0.2 0.0 0.2556
H 6.29785 -2.40813 -3.40104 0.0 -0.4 0.2 0.2561
H 5.05119 -1.26014 -3.08346 -0.1 0.1 0.4 0.2549
C -3.68722 3.68401 1.59835 -0.1 -0.5 0.0 -0.7228
C -5.13883 3.65442 1.60792 2.2 0.9 -0.3 0.2927
N -6.26519 3.61097 1.64975 -2.6 -0.2 0.0 -0.3403
H -3.19264 4.65163 1.51354 -0.6 0.1 0.1 0.2545
H -3.38943 3.09193 0.73299 0.4 -0.3 0.3 0.2546
H -3.44756 3.22990 2.55984 0.7 -0.2 -0.3 0.2611
C 5.01001 1.66936 3.28512 -0.1 -0.1 -0.2 -0.7260
C 4.22984 1.35496 4.48850 -0.3 -0.7 0.8 0.2892
N 3.71257 1.06679 5.48508 0.5 0.5 -1.3 -0.3356
H 6.02512 1.91546 3.59669 -0.1 0.3 -0.1 0.2582
H 4.53060 2.45011 2.69461 0.2 0.3 0.4 0.2552
H 5.09830 0.85357 2.56762 -0.2 -0.4 0.4 0.2588
C -6.50469 2.79757 -3.53608 -0.9 -0.1 0.1 -0.7283
C -5.47926 1.86246 -3.11871 0.0 0.9 -0.7 0.2994
N -4.64812 1.13800 -2.82823 0.6 -0.7 0.4 -0.3476
H -7.33970 2.59145 -2.86648 -0.2 0.4 0.0 0.2575
H -6.86283 2.60800 -4.54796 0.2 -0.2 0.0 0.2562
H -6.24645 3.85513 -3.48155 0.3 -0.2 0.3 0.2633
C 3.18924 3.34530 -5.38756 0.7 0.7 0.9 -0.7294
C 2.46366 4.47212 -4.82654 0.8 -2.6 -0.7 0.2872
N 1.90777 5.34298 -4.38418 -1.5 2.6 1.2 -0.3339
H 3.00141 2.38921 -4.89899 -0.9 0.0 -0.5 0.2616
H 4.19086 3.51542 -4.99269 0.5 0.1 -0.9 0.2574
H 3.08200 3.44146 -6.46800 0.4 -0.7 0.1 0.2570
C -6.99575 -1.47495 -0.03527 -0.7 0.7 -1.1 -0.7346
C -6.09224 -1.12599 1.01607 4.1 -0.1 3.3 0.2924
N -5.24342 -0.92889 1.81774 -3.1 -0.4 -2.7 -0.3323
H -7.57062 -0.55927 -0.17366 -0.6 -0.3 -0.2 0.2574
H -7.62052 -2.35445 0.12044 0.0 0.3 0.4 0.2588
H -6.48998 -1.62152 -0.98963 0.4 0.0 0.2 0.2582
C 2.24931 6.08661 1.59589 -1.3 -0.4 -0.2 -0.7297
C 3.57637 6.39014 1.22128 1.3 0.4 -0.2 0.2852
N 4.67638 6.55761 0.95678 0.4 0.2 -0.2 -0.3291
H 1.94647 6.63951 2.48510 0.0 -0.3 0.0 0.2561
H 2.22347 5.00169 1.69777 -0.4 0.0 0.5 0.2594
H 1.57621 6.32891 0.77349 -0.1 0.1 0.1 0.2579


No. 3
35
Properties=species:S:1:pos:R:3:forces:R:3:nbo_charge:R:1 method="wB97M-V/def2-TZVPD" homo_ev=-11.171 largest_force_ev_per_a=0.78 e_above_lowest_kj_mol=0.0 mol_weight_g_mol=389.706 smiles="O=S(=O)(Cl)CCCC[C@@H]1OS(=O)(=O)O[C@]1(Cl)CCCCl"
O -3.52400 -1.87721 3.78926 0.5 0.4 -0.3 -0.8795
S -2.37439 -1.41437 3.07114 0.1 0.1 0.4 2.1172
O -1.46127 -0.44912 3.61343 -0.4 -0.4 -0.2 -0.8915
Cl -1.26252 -3.08684 2.64802 0.0 -0.1 0.0 -0.2480
C -2.84290 -0.90254 1.43454 -0.1 -0.1 -0.2 -0.6541
C -1.68122 -0.85700 0.43977 0.1 -0.1 -0.1 -0.4315
C -1.90698 0.14576 -0.70653 -0.1 0.1 -0.1 -0.3983
C -0.69787 1.01462 -1.11225 0.0 -0.1 0.0 -0.4418
C 0.10718 1.60194 0.05271 0.1 -0.1 0.0 0.0478
O 0.17374 3.04292 -0.08079 0.0 0.1 0.1 -0.6894
S 1.56220 3.42127 -0.73251 -0.1 0.4 -0.4 2.5593
O 1.91994 4.74501 -0.36311 -0.1 -0.7 -0.3 -0.8639
O 1.55814 2.97296 -2.09388 0.1 0.4 0.5 -0.9204
O 2.38526 2.38018 0.13710 0.1 0.0 0.0 -0.7020
C 1.63868 1.15458 0.25829 -0.2 0.1 -0.1 0.2663
Cl 1.85272 0.64038 1.94914 -0.1 -0.1 0.0 -0.0024
C 2.31262 0.15672 -0.69128 0.0 -0.1 -0.1 -0.4700
C 2.08160 -1.35449 -0.48428 0.1 0.0 -0.1 -0.4433
C 1.47338 -2.07962 -1.68128 -0.1 0.1 0.0 -0.3563
Cl 2.71533 -2.51037 -2.90075 0.0 0.1 0.0 -0.0724
H -3.26367 0.09318 1.60881 0.0 -0.1 0.0 0.2537
H -3.64261 -1.58333 1.13352 0.0 0.1 0.0 0.2561
H -1.54645 -1.86282 0.03627 0.1 0.1 0.1 0.2277
H -0.77074 -0.61542 0.98838 0.1 0.0 0.1 0.2242
H -2.74206 0.80855 -0.45105 0.2 0.0 0.0 0.2058
H -2.22726 -0.39880 -1.60002 -0.1 0.1 0.1 0.2232
H -1.08511 1.87368 -1.66643 0.1 -0.1 0.0 0.2540
H -0.04946 0.49331 -1.81480 0.0 -0.1 0.1 0.2171
H -0.42610 1.46797 0.99407 0.2 -0.1 0.0 0.2279
H 3.37740 0.37227 -0.57161 -0.1 0.0 0.0 0.2497
H 2.06680 0.45732 -1.71436 0.0 0.0 0.1 0.2437
H 3.05327 -1.81403 -0.28434 -0.2 0.0 0.1 0.2386
H 1.48469 -1.55997 0.40208 -0.2 0.1 0.0 0.2296
H 0.75199 -1.46599 -2.22026 0.0 0.0 0.1 0.2033
H 0.98968 -3.01074 -1.38700 0.1 0.1 0.0 0.2195


| no. | energy (Ha) |
| --- | --- |
| 1 | -537.351887 |
| 2 | -1945.403806 |
| 3 | -2980.308802 |